Model one:
A cluster of 2 separate species, C10H16 in total, computed with wB97M-V/def2-TZVPD.

The frontier orbital gap (alpha / beta) is 9.69 / 5.68 eV. Its lowest unoccupied orbital energy (alpha / beta) is -4.5 / -8.5 eV. The total charge is +1. As for the HOMO energy (alpha / beta): -14.15 / -14.14 eV. As for the multiplicity: 2.

Each line ends with the Löwdin spin population.
Atoms and positions in Å:
1 C 0.015 3.128 0.866  0.053
2 C 1.048 1.576 -0.884  0.069
3 C -0.016 1.973 -0.097  0.247
4 C 0.842 0.849 -2.028  0.090
5 C -1.275 1.609 -0.581  0.118
6 C -0.374 0.215 -2.313  0.317
7 C -1.438 0.545 -1.465  0.041
8 H 2.098 1.735 -0.690  0.000
9 H 1.630 0.750 -2.654  0.001
10 H 1.237 3.544 1.000  0.002
11 H -0.320 2.781 1.903  0.023
12 H -2.164 1.752 0.044  0.001
13 H -0.664 -0.176 -3.310  0.009
14 H -2.463 0.229 -1.554  -0.001
15 H -0.677 3.758 0.382  0.014
16 C -0.367 -2.043 1.310  0.001
17 C -0.078 -2.868 -0.060  0.008
18 C 1.024 -1.734 1.960  0.000
19 H -1.082 -1.175 1.158  0.000
20 H -1.039 -2.591 2.000  0.000
21 H 0.538 -3.808 0.015  0.001
22 H 0.826 -1.153 2.931  0.000
23 H 0.246 -2.130 -0.820  0.005
24 H -0.860 -3.131 -0.561  0.000
25 H 1.646 -2.612 2.226  0.000
26 H 1.665 -1.026 1.221  0.000

***

Model two:
A cluster of 2 separate species, C10H16 in total, computed with wB97M-V/def2-TZVPD.

The frontier orbital gap (alpha / beta) is 10.28 / 6.60 eV. Its lowest unoccupied orbital energy (alpha / beta) is -4.3 / -8.1 eV. The total charge is +1. As for the HOMO energy (alpha / beta): -14.59 / -14.68 eV. As for the multiplicity: 2.

Each line ends with the Löwdin spin population.
Atoms and positions in Å:
1 C -0.603 1.635 0.385  0.056
2 C -2.127 1.676 0.390  0.019
3 C 0.007 0.768 -0.643  0.270
4 C 1.125 1.220 -1.391  0.083
5 C -0.464 -0.586 -0.828  0.115
6 C 1.836 0.340 -2.150  0.073
7 C 0.232 -1.457 -1.598  0.034
8 C 1.434 -1.014 -2.205  0.297
9 H -0.145 2.628 0.336  0.002
10 H -0.199 1.300 1.365  0.028
11 H -2.499 2.318 1.184  0.002
12 H 1.487 2.239 -1.339  0.000
13 H -1.405 -0.826 -0.354  0.002
14 H 2.774 0.622 -2.595  0.000
15 H -0.174 -2.416 -1.869  -0.001
16 H 2.033 -1.740 -2.745  0.012
17 H -2.535 0.689 0.628  0.000
18 H -2.499 1.930 -0.602  0.000
19 C 0.097 -1.667 2.434  0.003
20 C -0.663 -0.834 3.469  0.001
21 H 0.067 -2.740 2.631  0.000
22 H -0.283 -1.501 1.428  0.001
23 H 1.160 -1.416 2.400  0.000
24 H 0.024 -0.306 4.131  0.000
25 H -1.395 -0.138 3.049  0.001
26 H -1.268 -1.469 4.113  0.000

***

Which of them is the most stable? Correct choice: model two.

***

Model one:
A cluster of 2 separate species, C9H7NO2 in total, computed with wB97M-V/def2-TZVPD.

The frontier orbital gap is 8.05 eV. Its lowest unoccupied orbital energy is 0.6 eV. As for the HOMO energy: -7.47 eV.

Each line ends with the natural charge from an NBO analysis.
Atoms and positions in Å:
1 C -1.823 -1.924 -0.390  -0.228
2 C -1.700 -0.973 -1.355  -0.207
3 C -1.552 -1.549 0.913  -0.180
4 C -1.090 0.182 -1.188  -0.208
5 C -0.986 -0.266 1.168  -0.234
6 C -0.713 0.586 0.131  -0.116
7 C -0.122 1.879 0.352  0.213
8 C 2.488 -1.300 -0.624  1.024
9 C 1.997 2.896 0.917  -0.266
10 N 0.974 2.232 0.654  -0.254
11 O 2.057 -2.351 -0.698  -0.498
12 O 3.029 -0.272 -0.676  -0.527
13 H -2.239 -2.834 -0.555  0.210
14 H -1.773 -1.211 -2.444  0.213
15 H -1.868 -2.170 1.737  0.214
16 H -0.909 0.882 -2.039  0.220
17 H -0.782 -0.005 2.244  0.219
18 H 2.597 3.165 -0.056  0.197
19 H 2.414 3.031 1.909  0.208

***

Model two:
The molecule C9H7NO2, computed with wB97M-V/def2-TZVPD.

The frontier orbital gap is 10.01 eV. Its lowest unoccupied orbital energy is 0.2 eV. As for the SMILES: O=C1CC(c2ccccc2)=NO1. As for the HOMO energy: -9.80 eV.

Each line ends with the natural charge from an NBO analysis.
Atoms and positions in Å:
1 O 3.972 0.354 0.575  -0.531
2 C 2.930 0.092 0.196  0.793
3 C 1.576 0.541 0.848  -0.620
4 C 0.597 -0.015 -0.068  0.220
5 C -0.792 0.001 -0.070  -0.131
6 C -1.629 -1.106 0.454  -0.160
7 C -2.937 -1.035 0.400  -0.223
8 C -3.625 0.076 0.139  -0.183
9 C -2.945 1.151 -0.333  -0.180
10 C -1.526 1.066 -0.498  -0.145
11 N 1.207 -0.777 -1.070  -0.080
12 O 2.603 -0.538 -0.868  -0.362
13 H 1.077 0.221 1.961  0.282
14 H 1.477 1.711 1.064  0.281
15 H -1.159 -2.050 0.583  0.220
16 H -3.419 -1.869 0.849  0.216
17 H -4.777 0.098 0.210  0.221
18 H -3.037 2.000 -0.457  0.176
19 H -1.111 2.178 -0.783  0.208

***

Model three:
A structure of composition C9H7NO2, computed with wB97M-V/def2-TZVPD.

The frontier orbital gap is 7.18 eV. Its lowest unoccupied orbital energy is -0.3 eV. As for the HOMO energy: -7.45 eV.

Each line ends with the natural charge from an NBO analysis.
Atoms and positions in Å:
1 C 1.167 -0.933 -0.703  0.306
2 C 0.989 -0.561 -2.038  -0.256
3 C 0.031 0.336 -2.466  -0.228
4 C -0.907 0.664 -1.478  0.282
5 C -0.773 0.264 -0.094  0.123
6 C -1.420 0.607 2.047  0.044
7 C -0.237 0.070 2.554  -0.279
8 C 0.688 -0.527 1.622  -0.137
9 C 0.307 -0.597 0.318  -0.180
10 H 2.247 -1.911 0.820  0.475
11 H 1.695 -0.853 -2.758  0.217
12 H 0.067 0.487 -3.556  0.238
13 H -2.181 2.087 -1.063  0.497
14 H -2.220 0.971 2.780  0.200
15 H 0.044 -0.006 3.600  0.231
16 H 1.826 -0.731 2.007  0.212
17 N -1.629 0.900 0.760  -0.424
18 O 2.230 -1.696 -0.406  -0.652
19 O -1.925 1.429 -1.944  -0.668

***

Which of them is the most stable? Correct choice: model one.

***

Model one:
A cluster of 2 separate species, C3H7O2S in total, computed with wB97M-V/def2-TZVPD.

The frontier orbital gap is 7.36 eV. Its lowest unoccupied orbital energy is 4.1 eV. The total charge is -1. As for the HOMO energy: -3.29 eV.

Each line ends with the natural charge from an NBO analysis.
Atoms and positions in Å:
1 C -2.565 -0.065 0.047  -0.629
2 C -1.087 0.497 0.025  -0.527
3 S 0.031 -0.423 -1.052  -0.614
4 H -2.434 -1.072 0.427  0.202
5 H -2.868 0.110 -1.005  0.207
6 H -3.339 0.403 0.766  0.170
7 H -1.181 1.520 -0.442  0.171
8 H -0.695 0.656 1.059  0.172
9 H 1.451 0.146 0.194  0.482
10 O 4.407 -0.381 -0.045  -0.644
11 C 3.207 -0.482 -0.018  0.644
12 O 2.398 0.432 0.519  -0.739
13 H 2.674 -1.341 -0.475  0.105

***

Model two:
A cluster of 2 separate species, C3H7O2S in total, computed with wB97M-V/def2-TZVPD.

The frontier orbital gap is 8.24 eV. Its lowest unoccupied orbital energy is 3.8 eV. The total charge is -1. As for the HOMO energy: -4.45 eV.

Each line ends with the natural charge from an NBO analysis.
Atoms and positions in Å:
1 O -0.916 1.119 -1.533  -0.760
2 C -1.579 1.793 -0.731  0.634
3 O -1.193 2.297 0.360  -0.780
4 H -2.648 1.961 -0.986  0.014
5 C 1.393 -1.097 -0.361  -0.616
6 C 0.266 -1.100 0.663  -0.509
7 S 0.374 0.185 1.940  -0.245
8 H 2.376 -1.209 0.111  0.183
9 H 1.409 -0.136 -0.872  0.239
10 H 1.251 -1.921 -1.062  0.185
11 H -0.684 -1.015 0.138  0.222
12 H 0.251 -2.054 1.198  0.181
13 H -0.301 1.177 1.135  0.253

***

Which of them is the most stable? Correct choice: model two.

***

Model one:
A cluster of 2 separate species, C3H7O2S in total, computed with wB97M-V/def2-TZVPD.

The frontier orbital gap is 7.21 eV. Its lowest unoccupied orbital energy is 4.0 eV. The total charge is -1. As for the HOMO energy: -3.21 eV.

Each line ends with the natural charge from an NBO analysis.
Atoms and positions in Å:
1 O 0.502 -2.636 -0.893  -0.575
2 C 0.035 -1.709 -0.267  0.437
3 C 0.530 -1.117 0.987  -0.546
4 C 0.686 0.487 0.966  -0.497
5 S -0.904 1.378 0.869  -0.668
6 H -0.744 -1.099 -0.794  0.126
7 H 1.503 -1.629 1.159  0.193
8 H -0.027 -1.305 1.921  0.236
9 H 1.185 0.582 0.005  0.154
10 H 1.377 0.796 1.758  0.190
11 H -0.497 1.617 -1.333  0.496
12 H 0.697 0.936 -1.930  0.448
13 O 0.015 1.547 -2.183  -0.994

***

Model two:
A cluster of 2 separate species, C3H7O2S in total, computed with wB97M-V/def2-TZVPD.

The frontier orbital gap is 7.41 eV. Its lowest unoccupied orbital energy is 3.3 eV. The total charge is -1. As for the HOMO energy: -4.08 eV.

Each line ends with the natural charge from an NBO analysis.
Atoms and positions in Å:
1 C -2.161 -0.407 -0.664  -0.736
2 S -1.298 -1.880 -0.022  0.092
3 C 0.399 -1.216 0.043  -0.710
4 H -2.075 -0.375 -1.753  0.200
5 H -1.739 0.466 -0.155  0.249
6 H -3.206 -0.580 -0.428  0.203
7 H 0.893 -1.050 -0.906  0.215
8 H 0.279 -0.304 0.582  0.259
9 H 0.989 -1.934 0.611  0.210
10 O 2.250 0.944 0.400  -0.810
11 C 1.757 2.078 0.153  0.623
12 O 0.593 2.446 0.339  -0.786
13 H 2.471 2.758 -0.383  -0.010

***

Which of them is the most stable? Correct choice: model two.